# 1
ORCA calculation (ωB97M-V with the def2-TZVPD basis set) on C24H43N2P3SZr as an isolated structure at a distorted geometry.

- orbital gap (eV) = 5.3213
- DFT total energy (eV) = -68506.9057
- HOMO energy (eV) = -19.47
- energy relative to the best compared isomer or geometry (same formula, charge and spin) (kcal/mol) = 28.9
- total charge = +4

Last column: Löwdin charge in e.
Positions of all 74 atoms, in Å:
Zr (0.290, -0.130, -0.026)  1.21
P (1.635, -0.121, 2.201)  0.72
P (0.522, 2.565, -0.260)  0.73
P (2.507, -0.023, -1.527)  0.69
H (-1.606, -4.948, -2.278)  0.10
C (-0.526, -4.804, -2.229)  -0.04
C (0.131, -5.048, -1.050)  -0.24
H (-0.392, -5.276, -0.118)  0.09
C (0.713, -0.480, 3.752)  -0.22
C (2.567, 1.381, 2.746)  -0.22
C (2.964, -1.381, 2.404)  -0.22
C (-0.333, 3.082, -1.800)  -0.22
C (-0.377, 3.665, 0.905)  -0.22
C (2.047, 3.587, -0.382)  -0.23
C (3.163, -1.567, -2.260)  -0.25
C (4.061, 0.611, -0.771)  -0.21
C (2.380, 1.004, -3.038)  -0.23
H (0.036, -4.699, -3.159)  0.10
H (1.205, -5.314, -1.105)  0.09
H (-0.124, -1.148, 3.526)  0.06
H (0.315, 0.437, 4.205)  0.05
H (1.371, -0.975, 4.480)  0.08
H (1.901, 2.253, 2.792)  0.04
H (3.388, 1.606, 2.052)  0.05
H (2.992, 1.215, 3.748)  0.09
H (2.640, -2.331, 1.967)  0.04
H (3.151, -1.529, 3.479)  0.08
H (3.900, -1.066, 1.926)  0.05
H (-0.313, 4.180, -1.866)  0.09
H (-1.375, 2.742, -1.776)  0.05
H (0.154, 2.652, -2.684)  0.04
H (-0.320, 4.702, 0.542)  0.09
H (0.064, 3.611, 1.906)  0.05
H (-1.430, 3.374, 0.981)  0.05
H (1.753, 4.637, -0.527)  0.09
H (2.687, 3.292, -1.220)  0.03
H (2.628, 3.518, 0.546)  0.05
H (3.865, -1.287, -3.060)  0.08
H (2.360, -2.178, -2.684)  0.02
H (3.693, -2.153, -1.502)  0.07
H (4.881, 0.438, -1.483)  0.09
H (4.283, 0.069, 0.159)  0.03
H (3.991, 1.684, -0.551)  0.04
H (3.157, 0.669, -3.741)  0.08
H (2.517, 2.069, -2.830)  0.04
H (1.399, 0.854, -3.508)  0.05
C (-0.986, -2.394, -1.208)  -0.64
C (-0.944, -1.926, -2.537)  -0.14
C (-2.117, -1.910, -3.305)  -0.02
C (-3.325, -2.328, -2.743)  0.00
C (-3.392, -2.706, -1.394)  -0.02
C (-2.225, -2.774, -0.637)  -0.09
S (0.574, -2.889, -0.366)  0.84
H (1.371, -3.486, -1.291)  -0.02
H (0.045, -1.711, -2.970)  0.11
H (-2.052, -1.640, -4.367)  0.15
H (-4.225, -2.330, -3.362)  0.15
H (-4.359, -3.023, -0.983)  0.15
H (-2.253, -3.134, 0.398)  0.14
N (-3.855, 0.488, 0.089)  0.19
C (-2.606, 0.293, -0.335)  -0.18
N (-1.741, 0.468, 0.680)  -0.10
C (-2.497, 0.858, 1.813)  -0.22
C (-2.063, 1.521, 2.963)  -0.03
C (-3.042, 2.146, 3.749)  -0.01
C (-4.401, 2.111, 3.379)  0.01
C (-4.810, 1.455, 2.210)  0.05
C (-3.834, 0.842, 1.439)  -0.17
H (-4.709, 0.376, -0.474)  0.21
H (-2.342, 0.000, -1.359)  0.12
H (-0.990, 1.552, 3.181)  0.08
H (-2.751, 2.688, 4.653)  0.14
H (-5.138, 2.598, 4.024)  0.14
H (-5.845, 1.417, 1.871)  0.14

# 2
ORCA calculation (ωB97M-V with the def2-TZVPD basis set) on a 2-piece molecular cluster, C2H4I2O overall at a distorted geometry.

- orbital gap (spin up / spin down) (eV) = 7.4683 / 6.9800
- DFT total energy (eV) = -20383.7989
- HOMO energy (spin up / spin down) (eV) = -8.27 / -8.61
- energy relative to the best compared isomer or geometry (same formula, charge and spin) (kcal/mol) = 78.3
- total charge = 0

Last column: Löwdin charge in e.
Positions of all 9 atoms, in Å:
C (-0.960, 1.225, -1.301)  -0.13
C (0.069, -1.632, 1.251)  -0.63
O (-1.038, 0.084, -0.924)  -0.05
I (1.783, -1.510, 0.295)  0.82
I (2.997, 1.125, 0.473)  -0.13
H (-0.247, 1.694, -2.022)  0.09
H (-1.507, 2.075, -0.923)  0.07
H (-0.927, -1.666, 0.821)  -0.04
H (-0.170, -1.396, 2.331)  0.01

# 3
ORCA calculation (ωB97M-V with the def2-TZVPD basis set) on C13H14F3HgIN2 as an isolated structure at a distorted geometry.

- orbital gap (spin up / spin down) (eV) = 7.1071 / 6.4991
- DFT total energy (eV) = -37111.9465
- HOMO energy (spin up / spin down) (eV) = -8.66 / -8.82
- energy relative to the best compared isomer or geometry (same formula, charge and spin) (kcal/mol) = 12.1
- total charge = 0

Last column: Löwdin charge in e.
Positions of all 34 atoms, in Å:
C (-2.713, 0.508, -4.073)  -0.44
C (-0.520, 2.764, -1.296)  -0.33
H (-2.103, 0.435, -4.980)  -0.12
H (-3.396, 1.312, -4.302)  -0.02
H (-3.168, -0.441, -3.829)  -0.03
H (0.478, 2.449, -1.021)  -0.03
H (-0.627, 3.706, -1.816)  -0.04
H (-1.212, 2.800, -0.459)  -0.07
C (0.676, -2.649, -0.723)  -0.17
C (1.652, -3.593, -0.352)  -0.06
C (2.577, -3.205, 0.622)  -0.07
C (2.481, -1.920, 1.170)  -0.02
H (-0.062, -2.916, -1.479)  0.08
H (1.681, -4.581, -0.817)  0.10
H (3.345, -3.890, 0.979)  0.11
H (3.201, -1.549, 1.906)  0.10
N (0.571, -1.428, -0.204)  0.10
C (1.402, -1.070, 0.782)  -0.20
C (1.096, 0.176, 1.566)  -0.20
N (0.282, 1.113, 1.064)  0.11
C (-0.025, 2.193, 1.785)  -0.14
C (1.295, 1.474, 3.633)  -0.07
C (0.480, 2.452, 3.070)  -0.05
H (-0.674, 2.936, 1.327)  0.08
H (0.217, 3.384, 3.566)  0.10
C (1.590, 0.328, 2.887)  -0.02
H (2.175, -0.489, 3.303)  0.10
H (1.690, 1.600, 4.639)  0.11
Hg (-1.471, 1.337, -2.531)  0.88
I (0.024, -0.574, -4.019)  0.30
F (-3.545, -0.961, -1.039)  0.07
C (-2.459, -0.540, -0.326)  -0.36
F (-2.886, 0.413, 0.548)  0.08
F (-2.052, -1.575, 0.420)  0.10

# 4
ORCA calculation (ωB97M-V with the def2-TZVPD basis set) on C3H2ClNS in the gas phase at a distorted geometry.

- orbital gap (eV) = 7.7057
- DFT total energy (eV) = -27985.9034
- HOMO energy (eV) = -8.21
- energy relative to the best compared isomer or geometry (same formula, charge and spin) (kcal/mol) = 112.0
- total charge = 0

Last column: Löwdin charge in e.
Positions of all 8 atoms, in Å:
C (1.848, 1.069, 0.385)  0.11
C (0.469, -0.925, 0.042)  -0.48
C (-1.891, 0.447, -0.096)  -0.95
N (1.150, 0.142, 0.086)  -0.12
S (-1.287, -1.123, 0.009)  0.83
Cl (-3.585, 0.498, -0.154)  0.49
H (2.325, 1.770, -0.269)  0.05
H (0.970, -1.877, -0.003)  0.07

# 5
ORCA calculation (ωB97M-V with the def2-TZVPD basis set) on a 11-piece molecular cluster, C42H82FN13O2PS overall at a distorted geometry.

- orbital gap (eV) = 6.1313
- DFT total energy (eV) = -91190.0767
- HOMO energy (eV) = -4.52
- total charge = -1

Last column: Löwdin charge in e.
Positions of all 142 atoms, in Å:
N (-0.522, -0.272, -2.117)  0.07
C (-0.462, -1.319, -1.051)  -0.73
N (-0.050, -2.565, -1.669)  0.08
N (-1.826, -1.476, -0.519)  0.06
C (0.508, -0.839, 0.067)  -0.36
P (0.625, -1.972, 1.604)  0.35
S (2.528, -3.078, 0.832)  0.53
O (2.223, -4.487, 0.608)  -0.41
O (3.637, -2.870, 1.764)  -0.43
F (3.108, -2.567, -0.634)  -0.32
H (-0.145, 0.591, -1.733)  0.05
H (0.150, -0.563, -2.823)  0.06
H (-0.470, -3.373, -1.236)  0.06
H (0.957, -2.658, -1.696)  0.05
H (-1.910, -2.381, -0.066)  0.04
H (-1.985, -0.783, 0.202)  0.05
H (0.070, 0.100, 0.462)  0.07
H (1.483, -0.567, -0.363)  0.06
H (-0.145, -3.012, 0.970)  -0.06
H (0.830, -2.832, 2.749)  -0.07
H (1.500, -0.973, 2.218)  -0.04
H (-0.550, -1.376, 2.220)  -0.05
C (-4.292, 2.191, -5.908)  -0.14
C (-4.124, 0.745, -5.460)  -0.27
C (-2.934, 0.548, -4.513)  -0.19
C (-1.682, 0.916, -5.182)  -0.22
N (-0.697, 1.199, -5.719)  0.16
H (-3.421, 2.547, -6.453)  0.04
H (-5.155, 2.299, -6.564)  0.07
H (-4.437, 2.839, -5.038)  0.07
H (-3.997, 0.108, -6.334)  0.08
H (-5.033, 0.416, -4.950)  0.10
H (-2.851, -0.490, -4.192)  0.11
H (-3.037, 1.156, -3.615)  0.12
C (-0.809, -0.379, -11.024)  -0.11
C (-0.550, 1.110, -10.827)  -0.27
C (-0.756, 1.556, -9.375)  -0.19
C (-2.130, 1.317, -8.927)  -0.21
N (-3.203, 1.121, -8.549)  0.18
H (-1.844, -0.639, -10.794)  0.07
H (-0.620, -0.665, -12.059)  0.07
H (-0.159, -0.980, -10.384)  0.08
H (-1.206, 1.684, -11.483)  0.11
H (0.471, 1.346, -11.120)  0.07
H (-0.547, 2.622, -9.266)  0.11
H (-0.088, 1.019, -8.700)  0.11
C (-4.134, -1.729, 3.894)  -0.10
C (-4.298, -3.047, 4.643)  -0.27
C (-2.960, -3.636, 5.095)  -0.20
C (-2.081, -3.912, 3.955)  -0.21
N (-1.375, -4.092, 3.057)  0.16
H (-3.555, -1.856, 2.977)  0.06
H (-5.108, -1.324, 3.616)  0.07
H (-3.626, -0.987, 4.513)  0.08
H (-4.811, -3.767, 4.000)  0.11
H (-4.919, -2.903, 5.529)  0.06
H (-3.118, -4.570, 5.638)  0.10
H (-2.447, -2.942, 5.765)  0.12
C (-6.347, -6.897, 8.955)  -0.14
C (-4.903, -6.952, 8.474)  -0.26
C (-4.127, -5.676, 8.820)  -0.18
C (-4.748, -4.499, 8.204)  -0.21
N (-5.250, -3.586, 7.702)  0.17
H (-6.882, -6.083, 8.463)  0.06
H (-6.879, -7.819, 8.728)  0.07
H (-6.406, -6.739, 10.033)  0.07
H (-4.883, -7.108, 7.393)  0.11
H (-4.391, -7.802, 8.928)  0.11
H (-3.095, -5.741, 8.472)  0.12
H (-4.108, -5.521, 9.900)  0.12
C (7.976, -3.614, 5.018)  -0.12
C (6.465, -3.765, 4.880)  -0.26
C (5.849, -2.786, 3.875)  -0.19
C (6.089, -1.400, 4.285)  -0.21
N (6.270, -0.307, 4.618)  0.14
H (8.243, -2.624, 5.393)  0.07
H (8.377, -4.350, 5.716)  0.07
H (8.473, -3.757, 4.056)  0.07
H (5.996, -3.624, 5.857)  0.11
H (6.229, -4.779, 4.555)  0.11
H (4.774, -2.937, 3.788)  0.10
H (6.272, -2.930, 2.881)  0.12
C (4.202, 1.144, 6.651)  -0.13
C (4.505, 2.631, 6.761)  -0.26
C (4.782, 3.088, 8.199)  -0.20
C (3.631, 2.860, 9.080)  -0.24
N (2.721, 2.683, 9.769)  0.13
H (3.295, 0.879, 7.198)  0.07
H (4.055, 0.865, 5.611)  0.06
H (5.027, 0.547, 7.039)  0.06
H (3.671, 3.207, 6.354)  0.11
H (5.382, 2.863, 6.154)  0.11
H (5.017, 4.153, 8.225)  0.11
H (5.636, 2.546, 8.609)  0.12
C (1.858, 3.426, -5.588)  -0.11
C (2.222, 4.905, -5.491)  -0.29
C (2.210, 5.434, -4.055)  -0.20
C (0.882, 5.322, -3.443)  -0.23
N (-0.174, 5.239, -2.981)  0.14
H (0.849, 3.220, -5.236)  0.04
H (1.912, 3.086, -6.623)  0.06
H (2.549, 2.817, -5.001)  0.08
H (1.528, 5.494, -6.097)  0.11
H (3.222, 5.071, -5.897)  0.05
H (2.500, 6.485, -4.038)  0.11
H (2.921, 4.879, -3.439)  0.11
C (1.138, 6.262, -9.867)  -0.10
C (2.271, 5.396, -9.330)  -0.26
C (3.154, 4.814, -10.438)  -0.18
C (2.381, 3.960, -11.344)  -0.22
N (1.768, 3.294, -12.062)  0.16
H (0.457, 5.685, -10.494)  0.07
H (0.555, 6.679, -9.046)  0.07
H (1.525, 7.093, -10.461)  0.08
H (1.856, 4.581, -8.734)  0.10
H (2.900, 5.987, -8.663)  0.10
H (3.959, 4.214, -10.011)  0.12
H (3.608, 5.613, -11.026)  0.12
C (-8.587, -3.219, 10.043)  -0.11
C (-9.690, -3.587, 9.059)  -0.26
C (-10.641, -4.663, 9.600)  -0.19
C (-9.917, -5.902, 9.897)  -0.22
N (-9.330, -6.864, 10.150)  0.16
H (-7.948, -4.076, 10.261)  0.06
H (-7.953, -2.435, 9.631)  0.07
H (-9.005, -2.857, 10.985)  0.08
H (-9.242, -3.938, 8.127)  0.11
H (-10.276, -2.700, 8.816)  0.11
H (-11.420, -4.889, 8.871)  0.12
H (-11.128, -4.323, 10.516)  0.12
C (6.571, 4.230, -3.544)  -0.10
C (7.590, 5.068, -4.307)  -0.26
C (7.127, 6.514, -4.526)  -0.19
C (5.885, 6.558, -5.302)  -0.20
N (4.888, 6.588, -5.887)  0.17
H (5.633, 4.144, -4.096)  0.06
H (6.947, 3.221, -3.381)  0.08
H (6.352, 4.668, -2.568)  0.08
H (7.794, 4.604, -5.274)  0.11
H (8.533, 5.088, -3.758)  0.11
H (7.884, 7.088, -5.061)  0.12
H (6.948, 7.006, -3.569)  0.12